<P>
A single C15H23N3O4 molecule. Source: OMol25; level of theory: ωB97M-V/def2-TZVPD.

XYZ file:
```
45
Properties=species:S:1:pos:R:3:nbo_charge:R:1
C 0.77 0.53 1.77 -0.1536
C -0.54 1.20 1.64 0.6627
C 0.83 -0.83 2.35 -0.4364
C 0.79 -2.03 1.50 -0.0587
C 0.14 -2.05 0.28 -0.2135
C 0.90 -3.26 2.11 -0.1432
C -0.25 -3.19 -0.40 -0.2948
C 0.68 -4.47 1.58 -0.2810
C 0.05 -4.39 0.35 0.3307
C 0.28 2.88 -0.02 -0.1928
C 0.30 4.40 0.15 0.7876
C 0.16 2.22 -1.41 -0.4108
C -1.16 1.57 -1.81 -0.4003
C -1.38 0.82 -3.13 -0.4267
C -1.02 -0.63 -2.83 -0.2093
H 2.57 1.11 2.41 0.3644
H 1.35 1.69 3.39 0.3729
H 1.15 0.56 0.78 0.2007
H -0.04 -0.78 3.14 0.2584
H 1.79 -0.79 2.91 0.2157
H -0.29 -1.10 0.13 0.2004
H 1.06 -3.22 3.12 0.2013
H -0.56 -3.40 -1.44 0.2257
H 0.68 -5.54 2.08 0.2467
H -0.81 -5.36 -1.19 0.4725
H -1.53 2.74 1.15 0.4177
H 1.23 2.59 0.67 0.2968
H 0.35 3.05 -2.04 0.2212
H 1.06 1.58 -1.51 0.2291
H -1.86 2.38 -1.63 0.2071
H -1.40 0.84 -1.05 0.2031
H -0.81 1.00 -4.10 0.2158
H -2.37 0.80 -3.49 0.2152
H -1.35 -1.39 -3.64 0.1832
H -1.62 -1.10 -1.97 0.1797
H 0.44 -1.09 -1.48 0.3775
H 1.14 -1.20 -3.03 0.3832
H -0.63 5.67 1.12 0.4914
N 1.65 1.51 2.44 -0.8225
N -0.73 2.26 0.86 -0.5977
N 0.41 -0.82 -2.44 -0.9098
O -1.47 0.79 2.32 -0.6338
O -0.25 -5.62 -0.35 -0.6967
O 0.70 5.27 -0.60 -0.5738
O -0.40 4.78 1.31 -0.7055
```

LUMO energy   0.6 eV
2S+1   1
SMILES   NCCCC[C@H](NC(=O)[C@@H](N)Cc1ccc(O)cc1)C(=O)O



<Q>
A single C15H23N3O4 molecule. Source: OMol25; level of theory: ωB97M-V/def2-TZVPD.

XYZ file:
```
45
Properties=species:S:1:pos:R:3:nbo_charge:R:1
C -0.37 -1.85 0.51 -0.1324
C -1.21 -1.83 -0.84 0.6654
C 0.93 -2.63 0.35 -0.4439
C 2.18 -1.86 0.10 -0.0548
C 3.08 -2.05 -0.89 -0.1801
C 2.48 -0.93 1.13 -0.1883
C 4.11 -1.18 -0.96 -0.3012
C 3.52 -0.04 1.10 -0.2667
C 4.39 -0.19 0.03 0.3004
C -2.45 0.08 -0.03 -0.1664
C -3.56 -0.66 0.65 0.7871
C -2.98 1.35 -0.76 -0.3756
C -1.76 2.10 -1.29 -0.4203
C -0.97 3.03 -0.42 -0.4186
C 0.25 2.35 0.29 -0.2120
H -1.69 -3.13 1.50 0.3567
H -1.64 -1.71 2.05 0.3654
H -0.19 -0.75 0.64 0.1883
H 0.96 -3.34 1.29 0.2348
H 0.72 -3.26 -0.54 0.2506
H 2.81 -2.76 -1.73 0.2215
H 1.94 -0.99 2.07 0.2110
H 4.63 -1.11 -1.87 0.1963
H 3.56 0.87 1.63 0.2291
H 5.62 0.66 -1.09 0.4724
H -2.75 -1.05 -1.63 0.4063
H -1.67 0.30 0.58 0.2340
H -3.71 1.10 -1.54 0.2173
H -3.44 2.03 -0.07 0.2170
H -0.98 1.50 -1.83 0.2215
H -2.24 2.77 -2.01 0.2142
H -0.46 3.74 -1.11 0.2015
H -1.47 3.65 0.28 0.1957
H 0.02 1.56 1.07 0.1792
H 0.86 1.95 -0.52 0.1917
H 1.56 3.98 0.47 0.3445
H 0.41 3.82 1.57 0.3399
H -5.12 -1.60 0.25 0.5089
N -1.02 -2.38 1.69 -0.8288
N -1.98 -0.80 -1.03 -0.5976
N 1.05 3.21 1.05 -0.8124
O -0.87 -2.65 -1.69 -0.6150
O 5.42 0.70 -0.06 -0.6565
O -3.63 -0.75 1.85 -0.5891
O -4.36 -1.26 -0.24 -0.6914
```

LUMO energy   0.3 eV
2S+1   1
SMILES   NCCCC[C@H](NC(=O)[C@@H](N)Cc1ccc(O)cc1)C(=O)O



Tell me which of them is the most stable. Sure, it is <Q>.



<P>
2 unconnected molecules or ions with the total composition C3H9NO2S. Source: OMol25; level of theory: ωB97M-V/def2-TZVPD.

XYZ file:
```
16
Properties=species:S:1:pos:R:3:mulliken_spin:R:1
C -1.10 -0.48 0.92 0.1941
C -2.15 -0.25 -0.14 0.2577
S -2.41 -1.74 -1.20 0.0859
C -0.58 0.86 1.43 0.6890
N 0.78 0.92 1.70 0.3282
O -1.27 1.87 1.32 -0.2803
H -1.28 -1.26 1.66 -0.0350
H -0.24 -0.80 0.26 0.0722
H -3.07 -0.23 0.51 0.0276
H -1.97 0.69 -0.65 -0.0354
H -1.44 -2.53 -0.66 -0.0767
H 1.31 -0.02 1.51 -0.3587
H 1.07 1.83 1.52 -0.1780
H 3.68 0.72 -2.21 -0.1511
H 4.14 0.05 -3.42 -0.1596
O 4.54 0.37 -2.54 0.6201
```

LUMO energy (alpha / beta)   3.1 / 3.2 eV
2S+1   2
Net charge   -1



<Q>
2 unconnected molecules or ions with the total composition C3H9NO2S. Source: OMol25; level of theory: ωB97M-V/def2-TZVPD.

XYZ file:
```
16
Properties=species:S:1:pos:R:3:mulliken_spin:R:1
O 0.61 0.00 1.51 0.2934
C 0.20 -0.05 0.30 0.5119
C -1.29 -0.19 0.00 -0.0232
C -1.51 -0.32 -1.50 0.0176
S -0.62 -1.82 -2.27 0.0814
N -2.05 0.95 0.55 0.1265
H 0.82 0.27 -0.55 0.0230
H -1.73 -1.09 0.47 0.0506
H -2.53 -0.52 -1.81 0.0042
H -1.16 0.42 -2.22 -0.0032
H 0.19 -2.03 -1.20 0.0096
H -2.77 1.39 0.01 -0.0333
H -1.38 1.58 0.93 -0.0597
H 4.20 0.03 1.32 0.0008
H 4.83 0.59 2.58 0.0002
O 4.18 0.79 1.89 0.0002
```

LUMO energy (alpha / beta)   3.5 / 3.4 eV
2S+1   2
Net charge   -1



Tell me which of them is the most stable. Sure, it is <P>.



<P>
3 unconnected molecules or ions with the total composition C3H14N2O3. Source: OMol25; level of theory: ωB97M-V/def2-TZVPD.

XYZ file:
```
22
Properties=species:S:1:pos:R:3:nbo_charge:R:1
C -1.25 1.15 0.38 -0.2368
C 0.12 1.21 1.03 -0.0947
O 0.53 0.04 1.75 -0.7451
N -1.52 0.13 -0.62 -0.6614
C -1.77 -1.23 -0.20 -0.0594
N -0.64 -2.07 0.00 -0.8982
H -1.41 2.13 -0.07 0.2080
H -1.88 0.81 1.21 0.1921
H 0.96 1.65 0.48 0.1641
H -0.04 1.98 1.81 0.1573
H 1.41 0.25 2.08 0.4767
H -0.97 0.28 -1.46 0.3727
H -2.46 -1.68 -0.93 0.1813
H -2.40 -1.16 0.68 0.1826
H -0.19 -2.02 0.90 0.3900
H -0.14 -2.40 -0.80 0.3713
H 1.90 1.70 -2.66 0.4738
H 1.78 0.65 -1.59 0.4715
O 1.33 1.00 -2.36 -0.9449
H 1.59 -0.59 -0.32 0.4785
H 2.57 -1.30 0.64 0.4824
O 2.47 -0.54 0.06 -0.9617
```

LUMO energy   0.6 eV
2S+1   1
SMILES   NCNCCO.O.O



<Q>
3 unconnected molecules or ions with the total composition C3H14N2O3. Source: OMol25; level of theory: ωB97M-V/def2-TZVPD.

XYZ file:
```
22
Properties=species:S:1:pos:R:3:nbo_charge:R:1
N 0.71 0.44 1.25 -0.8668
C 0.24 1.29 0.17 -0.0824
C -1.24 1.16 -0.23 -0.0741
O -2.09 1.24 0.92 -0.7414
C 1.18 1.12 -1.05 -0.2246
N 0.67 0.25 -2.08 -0.8830
H 1.16 -0.44 1.03 0.3813
H 0.00 0.27 1.97 0.3724
H 0.29 2.31 0.55 0.1680
H -1.58 0.26 -0.72 0.1687
H -1.39 1.97 -0.96 0.1688
H -2.20 2.15 1.23 0.4699
H 2.10 0.71 -0.60 0.1903
H 1.46 2.08 -1.44 0.1988
H 0.67 0.60 -3.02 0.3774
H 0.79 -0.74 -1.98 0.3802
H -0.99 -1.36 0.03 0.4812
H -1.90 -2.56 -0.17 0.4826
O -0.99 -2.33 0.05 -0.9578
H 1.48 -3.42 2.06 0.4843
H 0.37 -2.42 1.37 0.5024
O 1.29 -2.59 1.61 -0.9960
```

LUMO energy   0.7 eV
2S+1   1
SMILES   NC[C@H](N)CO.O.O



Tell me which of them is the most stable. Sure, it is <Q>.



<P>
2 unconnected molecules or ions with the total composition C3H5NO4. Source: OMol25; level of theory: ωB97M-V/def2-TZVPD.

XYZ file:
```
13
Properties=species:S:1:pos:R:3:nbo_charge:R:1
C 2.65 0.05 -0.15 1.0406
C -1.03 1.01 -0.51 0.2291
C 0.18 0.33 -0.07 -0.0176
N -0.23 -1.26 0.31 -0.7745
O 2.50 -1.10 -0.30 -0.6110
O 3.17 1.07 -0.01 -0.5280
O -0.42 1.24 0.84 -0.5415
O -2.29 0.39 -0.43 -0.7463
H -0.89 2.03 -1.00 0.1865
H 0.42 -1.58 1.03 0.4300
H -0.04 -1.71 -0.54 0.4191
H -1.20 -1.22 0.52 0.4176
H -2.82 0.75 0.31 0.4960
```

LUMO energy   0.4 eV
2S+1   1



<Q>
2 unconnected molecules or ions with the total composition C3H5NO4. Source: OMol25; level of theory: ωB97M-V/def2-TZVPD.

XYZ file:
```
13
Properties=species:S:1:pos:R:3:nbo_charge:R:1
C -1.68 -0.74 -0.90 -0.6114
C -1.37 0.05 0.39 -0.4266
C 0.05 0.70 0.15 0.7618
O 0.28 1.88 -0.11 -0.5547
O 0.63 -0.40 0.29 -0.3247
O 2.83 0.63 -0.14 -0.2539
N 3.46 0.08 0.77 0.5116
O 4.44 0.44 1.36 -0.2430
H -2.62 -1.25 -0.80 0.2188
H -1.77 -0.08 -1.77 0.2170
H -0.86 -1.46 -1.09 0.2281
H -2.08 0.83 0.65 0.2456
H -1.30 -0.69 1.20 0.2315
```

LUMO energy (alpha / beta)   -2.1 / -2.4 eV
2S+1   1



Tell me which of them is the most stable. Sure, it is <P>.



<P>
A molecular structure, C17H29Cl2HfN9O3S. Source: OMol25; level of theory: ωB97M-V/def2-TZVPD.

XYZ file:
```
62
Properties=species:S:1:pos:R:3:nbo_charge:R:1
Hf 0.28 -0.19 -1.19 2.4078
Cl 1.24 -2.78 -1.56 0.1008
C 2.12 -2.42 -3.09 -0.3460
Cl 1.78 -0.72 -3.55 0.1129
H 1.73 -3.07 -3.86 0.2810
H 3.18 -2.53 -2.91 0.2799
N -3.38 0.45 1.11 -0.8329
C -2.30 -0.20 1.84 -0.1548
C -1.91 0.39 3.21 -0.4102
C -3.10 0.40 4.18 -0.4206
C -2.83 1.11 5.51 -0.2266
N -2.25 0.27 6.57 -0.5704
C -2.95 -0.34 7.54 0.6812
N -2.30 -0.90 8.56 -0.7437
N -4.27 -0.42 7.49 -0.7539
C -1.14 -0.18 0.87 0.8644
O -0.76 0.90 0.28 -0.7394
O -0.53 -1.24 0.47 -0.7428
H -3.34 1.46 1.18 0.3830
H -4.29 0.14 1.44 0.3991
H -2.55 -1.26 1.95 0.2432
H -1.55 1.42 3.06 0.2184
H -1.07 -0.18 3.62 0.2227
H -3.44 -0.62 4.36 0.2234
H -3.93 0.93 3.70 0.2259
H -3.75 1.55 5.89 0.2253
H -2.16 1.95 5.38 0.2348
H -1.26 0.32 6.71 0.4188
H -1.31 -0.78 8.68 0.4301
H -2.79 -1.36 9.30 0.4392
H -4.80 0.02 6.76 0.4244
H -4.80 -0.80 8.26 0.4413
N 1.01 3.86 -2.76 -0.2792
C 0.14 2.86 -2.73 0.2748
N 0.69 1.86 -2.03 -0.6905
C 1.91 2.37 -1.64 0.2965
N 2.13 3.57 -2.07 -0.1509
C 2.84 1.58 -0.83 0.1268
C 4.08 2.05 -0.43 0.0801
N 4.89 1.30 0.31 -0.2558
C 4.47 0.10 0.67 0.0438
C 3.23 -0.39 0.29 0.0348
N 2.41 0.35 -0.47 -0.5983
H 0.91 4.76 -3.22 0.4772
H -0.82 2.87 -3.21 0.2619
H 4.42 3.03 -0.72 0.2635
H 5.13 -0.51 1.28 0.2581
H 2.89 -1.38 0.59 0.2361
O -1.30 -0.67 -2.37 -1.0546
S -2.76 -1.33 -2.24 1.2130
C -2.69 -2.73 -3.41 -0.5536
C -3.73 -2.44 -4.50 -0.4213
C -3.71 -0.93 -4.72 -0.4212
C -3.81 -0.33 -3.32 -0.5564
H -2.85 -3.65 -2.84 0.2794
H -1.67 -2.70 -3.80 0.2486
H -4.72 -2.77 -4.18 0.2446
H -3.47 -3.00 -5.40 0.2781
H -4.55 -0.59 -5.32 0.2816
H -2.79 -0.61 -5.21 0.2232
H -4.81 -0.45 -2.88 0.2769
H -3.51 0.71 -3.19 0.2662
```

LUMO energy   -11.6 eV
2S+1   1
Net charge   +4



<Q>
A molecular structure, C17H29Cl2HfN9O3S. Source: OMol25; level of theory: ωB97M-V/def2-TZVPD.

XYZ file:
```
62
Properties=species:S:1:pos:R:3:nbo_charge:R:1
Hf -1.85 -1.13 -0.58 2.3292
Cl -2.42 -0.39 -3.17 0.1094
C -3.51 -1.76 -3.52 -0.3581
Cl -3.58 -2.72 -2.03 0.1275
H -3.10 -2.36 -4.32 0.2780
H -4.50 -1.40 -3.77 0.2852
N 1.89 -0.45 1.37 -0.8348
C 1.31 0.70 0.68 -0.1526
C 1.30 2.07 1.43 -0.4071
C 2.71 2.46 1.91 -0.4191
C 2.75 3.74 2.77 -0.2199
N 2.91 4.99 2.02 -0.5675
C 4.06 5.61 1.75 0.6812
N 4.04 6.74 1.05 -0.7449
N 5.22 5.11 2.14 -0.7547
C -0.08 0.26 0.29 0.8523
O -0.79 -0.49 1.05 -0.7142
O -0.59 0.48 -0.86 -0.7335
H 1.51 -0.56 2.30 0.3846
H 2.90 -0.36 1.45 0.3962
H 1.85 0.84 -0.26 0.2385
H 0.63 1.99 2.29 0.2190
H 0.91 2.83 0.75 0.2224
H 3.37 2.58 1.05 0.2225
H 3.11 1.65 2.53 0.2254
H 3.55 3.66 3.50 0.2222
H 1.83 3.84 3.35 0.2359
H 2.06 5.44 1.71 0.4186
H 3.18 7.20 0.80 0.4296
H 4.88 7.27 0.88 0.4386
H 5.28 4.32 2.76 0.4250
H 6.07 5.65 2.04 0.4404
N -3.32 -4.01 2.33 -0.2750
C -2.33 -3.80 1.47 0.2777
N -2.57 -2.66 0.83 -0.6796
C -3.76 -2.21 1.39 0.2825
N -4.22 -3.03 2.29 -0.1447
C -4.40 -0.97 0.96 0.1324
C -5.63 -0.55 1.48 0.0834
N -6.20 0.56 1.04 -0.2538
C -5.60 1.26 0.09 0.0470
C -4.38 0.86 -0.44 0.0454
N -3.77 -0.26 0.00 -0.6177
H -3.46 -4.79 2.96 0.4780
H -1.50 -4.47 1.33 0.2648
H -6.14 -1.11 2.25 0.2653
H -6.10 2.16 -0.26 0.2620
H -3.88 1.44 -1.20 0.2372
O -0.51 -2.29 -1.43 -1.0314
S 1.02 -2.02 -1.84 1.1963
C 0.99 -2.25 -3.65 -0.5482
C 1.91 -3.43 -3.96 -0.4220
C 1.72 -4.42 -2.81 -0.4218
C 1.85 -3.60 -1.54 -0.5530
H 1.29 -1.31 -4.12 0.2766
H -0.05 -2.47 -3.89 0.2464
H 2.94 -3.10 -4.03 0.2428
H 1.64 -3.86 -4.92 0.2783
H 2.48 -5.21 -2.83 0.2823
H 0.75 -4.90 -2.87 0.2257
H 2.89 -3.33 -1.33 0.2756
H 1.43 -4.05 -0.64 0.2720
```

LUMO energy   -11.6 eV
2S+1   1
Net charge   +4



Tell me which of them is the most stable. Sure, it is <P>.



<P>
2 unconnected molecules or ions with the total composition CH6N2. Source: OMol25; level of theory: ωB97M-V/def2-TZVPD.

XYZ file:
```
9
Properties=species:S:1:pos:R:3:nbo_charge:R:1
N -0.61 1.93 -0.35 -1.0805
H -0.03 2.40 -1.02 0.3622
H -1.15 1.20 -0.80 0.3596
H -1.25 2.60 0.07 0.3606
C 0.28 -1.44 0.54 -0.0319
N 0.87 -2.45 0.02 -0.6101
H -0.79 -1.29 0.44 0.1563
H 0.83 -0.75 1.18 0.1504
H 1.86 -2.21 -0.08 0.3334
```

LUMO energy   1.0 eV
2S+1   1
SMILES   C=N.N



<Q>
2 unconnected molecules or ions with the total composition CH6N2. Source: OMol25; level of theory: ωB97M-V/def2-TZVPD.

XYZ file:
```
9
Properties=species:S:1:pos:R:3:nbo_charge:R:1
N -4.10 2.51 4.41 -1.0874
H -4.23 1.61 3.93 0.3673
H -3.36 2.98 3.90 0.3534
H -3.77 2.49 5.39 0.3667
C 3.05 -1.58 -3.21 -0.0534
N 2.83 -2.69 -3.72 -0.6028
H 2.94 -1.60 -2.20 0.1713
H 3.35 -0.82 -3.87 0.1514
H 3.30 -2.89 -4.62 0.3335
```

LUMO energy   1.3 eV
2S+1   1
SMILES   C=N.N



Tell me which of them is the most stable. Sure, it is <P>.



<P>
2 unconnected molecules or ions with the total composition CH6N2. Source: OMol25; level of theory: ωB97M-V/def2-TZVPD.

XYZ file:
```
9
Properties=species:S:1:pos:R:3:nbo_charge:R:1
C 1.56 -0.01 -0.15 -0.8559
H 1.25 1.05 -0.31 0.2142
H 2.70 -0.10 0.23 0.2283
H 1.25 -0.60 -0.96 0.2161
H 0.95 -0.33 0.71 0.1963
H -1.43 0.92 0.39 0.2878
H -1.67 -1.04 0.38 0.2786
N -2.20 0.67 -0.14 -0.2892
N -2.41 -0.57 -0.16 -0.2761
```

LUMO energy   0.6 eV
2S+1   1
SMILES   [H]/N=N\[H].C



<Q>
2 unconnected molecules or ions with the total composition CH6N2. Source: OMol25; level of theory: ωB97M-V/def2-TZVPD.

XYZ file:
```
9
Properties=species:S:1:pos:R:3:nbo_charge:R:1
N -1.10 -1.07 1.87 -1.0563
H -0.55 -1.93 1.88 0.3565
H -1.82 -1.29 1.18 0.3496
H -0.58 -0.33 1.42 0.3515
C 0.67 0.55 -1.41 -0.0543
N 1.39 1.60 -1.54 -0.5988
H 0.91 -0.36 -1.94 0.1734
H -0.22 0.70 -0.80 0.1441
H 1.30 2.14 -0.67 0.3343
```

LUMO energy   0.8 eV
2S+1   1
SMILES   C=N.N



Tell me which of them is the most stable. Sure, it is <Q>.



<P>
A single C2H3Cl2FN2 molecule. Source: OMol25; level of theory: ωB97M-V/def2-TZVPD.

XYZ file:
```
10
Properties=species:S:1:pos:R:3:nbo_charge:R:1
C 0.54 0.00 0.17 0.3764
C -0.93 0.35 0.63 0.3487
H 1.36 -0.58 -1.69 0.3974
H -0.35 -0.81 -1.58 0.4173
H 2.35 0.04 0.71 0.3454
N 0.42 -0.40 -1.15 -0.8286
N 1.47 0.30 1.00 -0.6449
F -1.01 0.64 1.94 -0.3003
Cl -2.13 -1.14 0.34 -0.1295
Cl -1.72 1.58 -0.37 0.0180
```

LUMO energy   0.4 eV
2S+1   1
SMILES   [H]/N=C(\N)C(F)(Cl)Cl



<Q>
A single C2H3Cl2FN2 molecule. Source: OMol25; level of theory: ωB97M-V/def2-TZVPD.

XYZ file:
```
10
Properties=species:S:1:pos:R:3:nbo_charge:R:1
C 0.40 0.27 -0.16 0.3703
C -0.03 -1.07 0.49 0.2531
H -0.76 1.79 -0.84 0.4011
H -1.40 0.92 0.48 0.4023
H 1.63 1.09 -1.49 0.3413
N -0.50 1.24 0.05 -0.8163
N 1.46 0.19 -0.98 -0.6606
F 0.94 -1.92 0.36 -0.2877
Cl -1.55 -1.65 -0.13 0.0156
Cl -0.19 -0.86 2.23 -0.0192
```

LUMO energy   0.5 eV
2S+1   1
SMILES   [H]/N=C(\N)C(F)(Cl)Cl



Tell me which of them is the most stable. Sure, it is <Q>.